ORCA calculation (ωB97M-V with the def2-TZVPD basis set) on a cluster of 14 separate species, C64H146O44P6S4 in total in a non-equilibrium geometry.

XYZ file:
```
264
Properties=species:S:1:pos:R:3:forces:R:3
C -3.12598 0.58355 -4.88122 -0.44 -1.32 -0.46
C -3.09485 0.55078 -6.46789 -0.17 0.83 2.09
C -2.52817 1.91013 -6.85247 0.29 0.52 -0.86
S -2.49747 3.08573 -5.32981 -3.42 -2.75 -1.68
O -3.17194 4.27195 -5.77244 0.21 0.53 0.45
O -1.26759 3.08773 -4.64734 2.48 0.48 0.64
C -3.55057 1.90627 -4.35470 -1.16 2.07 -1.02
H -2.15315 0.34212 -4.45293 -0.07 -0.45 -0.02
H -3.91477 -0.11288 -4.59678 0.49 -0.46 0.42
H -4.13092 0.52410 -6.80547 -0.02 -0.12 0.02
H -2.62142 -0.36541 -6.82082 0.38 0.34 -0.04
H -3.18798 2.29857 -7.62828 -0.27 0.80 0.56
H -1.59385 1.94105 -7.41298 0.55 -0.24 0.74
H -4.58493 2.14114 -4.60572 -0.18 -0.08 -0.90
H -3.67326 2.11488 -3.29190 1.39 -0.23 0.25
C 1.46977 0.03863 -4.89588 0.19 0.36 0.74
C 1.36887 -0.70777 -6.19234 -0.39 -1.69 0.09
C 1.93354 -2.10938 -5.88317 1.15 -0.54 0.56
S 1.33286 -2.64933 -4.27030 2.94 2.63 -0.12
O 2.38589 -3.34675 -3.50089 -2.13 0.38 -1.35
O 0.02995 -3.12393 -4.54149 -2.37 -1.60 0.54
C 1.24497 -0.90461 -3.69287 0.38 -0.70 -0.03
H 0.82828 0.91942 -4.86762 -0.10 -0.05 0.09
H 2.49744 0.38393 -4.78284 0.02 0.23 -0.12
H 1.88254 -0.21521 -7.01795 -0.04 -0.11 0.05
H 0.31773 -0.86205 -6.43612 -0.12 0.16 -0.33
H 2.96750 -2.10513 -5.53820 0.63 0.45 -0.99
H 1.78264 -2.91766 -6.59873 -0.04 0.20 -0.06
H 2.15135 -0.78743 -3.09886 -0.66 -0.12 0.74
H 0.29641 -0.84984 -3.15871 0.20 0.39 0.24
C -4.69012 -4.03799 -1.96617 -0.66 -1.07 1.36
C -4.45872 -3.32821 -3.23928 0.88 1.34 -2.05
C -2.93353 -3.17964 -3.38618 0.34 -0.70 0.83
S -2.37916 -2.58197 -1.71781 -0.47 0.39 -1.89
O -2.37597 -1.11437 -1.77370 -0.11 -1.11 0.37
O -1.14107 -3.26144 -1.33353 -1.52 0.46 0.05
C -3.94491 -3.25629 -0.86854 1.46 0.50 -0.02
H -4.48536 -5.10189 -2.08573 1.04 0.02 0.18
H -5.75890 -4.14991 -1.78368 -0.18 0.82 0.46
H -4.91727 -2.34144 -3.30357 -0.21 0.10 0.42
H -4.86986 -3.87773 -4.08610 0.08 -0.14 -0.03
H -2.41315 -2.58822 -4.13952 -0.60 0.37 0.04
H -2.55033 -4.19045 -3.52596 0.35 -0.06 0.27
H -4.59556 -2.47347 -0.47874 0.35 0.39 -0.28
H -3.37061 -3.64077 -0.02566 -0.83 -1.18 0.18
C 8.12647 0.50075 -0.54847 -1.39 1.81 1.44
C 7.59897 1.97776 -0.90895 -1.96 -1.12 -2.59
C 7.88779 2.28824 -2.41869 1.99 0.72 0.36
S 8.05425 0.70483 -3.28281 -0.60 -0.90 1.15
O 9.19680 0.72825 -4.16291 -0.52 0.07 -0.31
O 6.71014 0.28101 -3.74452 2.21 0.64 0.76
C 8.54264 -0.31128 -1.74448 -0.45 0.86 -0.66
H 7.32572 -0.01892 -0.02231 -0.34 0.13 -0.18
H 8.83283 0.61375 0.27395 0.73 -0.20 -0.55
H 7.66030 2.82596 -0.22712 0.86 -0.34 0.03
H 6.52670 1.90934 -1.09235 -0.49 -0.45 1.11
H 8.82084 2.83869 -2.53931 0.66 -0.60 -0.01
H 7.26706 2.96356 -3.00753 -1.00 -0.49 0.43
H 9.61125 -0.49539 -1.63366 -0.07 -0.13 -1.00
H 7.94562 -1.21677 -1.85289 0.29 -0.07 0.05
C 2.78485 -9.61759 0.83008 1.52 0.65 0.68
O 1.80182 -8.78593 0.18316 -0.42 -2.16 1.51
C 2.26999 -7.93263 -0.67977 3.73 1.77 -0.93
O 3.43092 -7.53604 -0.79108 -1.25 -1.00 0.60
O 1.31901 -7.52207 -1.44370 -2.50 -0.68 0.30
C 1.51843 -6.60628 -2.46359 -0.09 1.30 -1.23
H 2.45780 -10.20451 1.68838 -1.19 0.12 -0.51
H 3.54823 -8.99155 1.29207 0.05 0.34 -0.27
H 3.34057 -10.26986 0.15642 -0.47 0.07 -0.39
H 0.65280 -5.94508 -2.50344 0.00 0.11 0.38
H 1.47855 -7.12648 -3.42062 0.54 -0.12 -0.02
H 2.41281 -5.99692 -2.33378 0.01 -0.28 -0.08
C -0.84428 1.02655 4.02260 -0.94 0.93 0.40
O -2.03505 1.78781 4.44562 -1.34 -0.12 0.06
C -3.29226 1.23616 4.47873 2.46 -4.67 -2.43
O -3.47809 0.01832 4.15252 -0.08 4.36 1.33
O -4.16309 2.15706 4.79504 -0.24 0.18 -0.44
C -5.51613 2.04532 4.36381 -1.72 0.54 0.21
H -0.19208 1.80994 3.63656 0.06 -0.18 0.17
H -1.03275 0.33967 3.19751 -0.30 -0.16 0.42
H -0.44198 0.59670 4.93993 0.13 -0.38 -0.36
H -6.06517 1.14120 4.62693 0.56 -0.13 0.76
H -5.80691 2.15235 3.31878 1.44 0.06 -0.54
H -5.97989 2.93729 4.78501 -0.11 -0.33 0.46
C 7.02353 1.35421 2.82749 -0.06 -1.04 1.18
O 5.94381 2.18820 2.42366 -0.67 0.79 -0.30
C 5.27512 3.01480 3.24133 -1.10 0.17 1.92
O 5.40719 3.22505 4.45250 0.41 -0.60 -2.85
O 4.23319 3.53623 2.50453 1.46 0.09 -0.42
C 3.45230 4.60258 3.03434 -1.24 -0.19 1.33
H 6.73205 0.64790 3.60483 -0.25 0.66 0.78
H 7.89978 1.93145 3.12259 -0.08 -0.06 -0.17
H 7.20311 0.55694 2.10625 0.08 0.90 -0.86
H 2.44970 4.20712 3.19709 -0.04 -0.33 0.27
H 3.20895 5.46099 2.40821 1.09 -0.24 -0.82
H 3.81446 4.96494 3.99644 0.27 -0.17 -0.12
C 2.72687 1.29300 5.43104 0.69 1.04 1.03
O 2.84443 -0.14427 5.28083 -2.11 -0.42 0.55
C 1.93261 -1.01879 5.83657 0.08 -2.08 0.22
O 1.94417 -2.22847 5.55333 -0.27 3.64 0.88
O 1.08665 -0.44041 6.76574 3.33 1.41 -2.24
C 0.25215 -1.06062 7.64595 -2.64 -2.05 0.20
H 1.95700 1.68332 6.09666 -0.37 -0.81 -0.08
H 2.67159 1.89006 4.52078 -0.27 -0.97 -0.63
H 3.64538 1.66133 5.88795 0.25 -0.42 0.03
H 0.24231 -0.63230 8.64822 0.43 0.30 -0.29
H 0.28552 -2.14695 7.72877 1.11 -0.14 -0.05
H -0.74257 -0.99124 7.20570 -0.45 0.52 0.32
C -7.68392 -1.48218 3.29126 -1.56 0.68 -1.79
C -8.69638 -2.11062 2.25624 1.12 -0.25 1.25
O -8.01557 -2.53274 1.03377 -0.17 1.48 -0.88
P -8.04161 -1.52465 -0.28329 -0.36 0.89 0.70
O -9.16976 -0.53832 -0.27615 1.64 -1.45 0.12
O -6.54317 -0.84370 -0.45712 -2.56 -3.93 -0.10
C -6.20691 0.43224 -0.10934 0.47 3.23 0.30
C -5.27600 0.57310 1.06100 0.71 -0.23 1.07
O -8.00426 -2.58267 -1.48601 0.10 1.62 -0.13
C -9.09299 -3.44241 -1.83877 0.34 -2.47 0.85
C -9.08562 -4.54039 -0.76468 -0.46 -0.33 0.41
H -6.80131 -2.10835 3.42167 -0.21 0.06 0.10
H -7.43045 -0.49961 2.89327 0.46 0.02 0.18
H -8.25987 -1.29580 4.19770 0.28 -0.26 0.24
H -9.05591 -2.96559 2.82883 -0.01 -0.72 -0.86
H -9.59209 -1.54229 2.00565 0.42 0.51 0.02
H -5.75130 0.87558 -0.99475 0.30 0.01 -0.07
H -7.03860 1.10806 0.08985 -0.60 -0.41 -0.08
H -5.02679 1.61453 1.26451 0.05 0.24 -0.69
H -5.67594 0.29329 2.03561 -0.40 -0.54 -0.23
H -4.33873 0.02343 0.97450 0.02 -0.07 -0.24
H -10.09994 -3.08455 -2.05344 0.23 1.17 0.70
H -8.86754 -3.95772 -2.77243 0.76 0.42 -0.16
H -9.59362 -5.44705 -1.09334 -0.18 0.07 -0.07
H -8.07902 -4.83011 -0.46315 0.23 0.08 -0.54
H -9.49792 -4.22601 0.19410 -0.44 0.11 -0.26
C -3.63669 6.69604 -2.65565 -1.01 -0.32 -0.47
C -3.12171 5.73074 -1.61595 1.80 2.37 -1.71
O -4.04187 4.80254 -1.22195 -3.45 -1.00 2.10
P -5.06236 5.18366 0.00446 -0.10 0.63 1.86
O -5.98817 4.11380 0.48375 0.99 1.15 -1.64
O -4.06485 5.60273 1.22569 -0.91 0.30 -1.92
C -3.13571 4.58305 1.63557 -0.54 0.86 1.99
C -1.72233 4.91279 1.22449 -0.15 -1.53 -0.85
O -5.76748 6.68221 -0.31560 3.90 -3.36 0.32
C -7.07556 6.84665 0.07317 -1.75 1.32 0.50
C -7.35402 8.31790 -0.12438 0.45 0.34 -1.51
H -2.88245 7.43313 -2.93121 0.02 -0.04 0.10
H -3.97105 6.17148 -3.55071 0.04 0.06 -0.14
H -4.50046 7.17619 -2.19583 0.03 0.39 -0.36
H -2.30707 5.17364 -2.07868 0.44 0.08 0.62
H -2.85884 6.44901 -0.83937 0.73 -0.82 0.66
H -3.13990 4.67371 2.72178 -0.14 0.08 0.21
H -3.62180 3.61608 1.50596 0.71 -0.29 -0.74
H -1.49587 4.45198 0.26300 0.12 0.42 -0.21
H -1.55598 5.98884 1.17428 0.08 -0.19 0.32
H -1.08313 4.36957 1.92049 0.32 0.46 0.14
H -7.65553 6.19394 -0.57928 -0.65 0.23 0.37
H -7.31854 6.73344 1.12969 0.48 -1.17 0.13
H -6.76318 8.63324 -0.98436 -0.73 -0.18 -0.98
H -8.42853 8.42239 -0.27475 0.17 0.71 0.16
H -6.85405 9.02674 0.53567 -0.70 -0.49 1.17
C 5.11461 5.83603 -0.53314 -0.22 0.10 0.61
C 4.91870 6.70195 -1.78990 2.11 -1.36 0.89
O 3.97841 7.68919 -1.53526 -3.02 1.47 -0.87
P 2.40185 7.34633 -1.77875 -1.22 0.23 0.25
O 1.84186 6.41498 -0.75421 0.79 0.75 -1.95
O 2.26846 6.87743 -3.36729 -0.62 0.19 2.11
C 2.83236 7.65843 -4.41370 1.91 1.29 0.95
C 3.64908 6.78466 -5.30898 0.23 -0.40 -1.91
O 1.59240 8.78374 -1.76532 5.12 -1.21 1.34
C 0.28973 8.83935 -2.16252 -2.02 0.06 -0.19
C -0.61061 9.49558 -1.08189 -0.28 -0.44 0.13
H 6.12317 5.43252 -0.44334 -0.18 -0.63 -0.54
H 5.05815 6.38714 0.40558 0.01 0.99 -0.29
H 4.29912 5.14327 -0.32536 0.28 -0.56 -0.63
H 5.87935 7.16938 -2.00613 -0.06 0.59 0.23
H 4.77828 6.14076 -2.71372 -0.80 -0.30 0.11
H 2.23447 8.40460 -4.93703 -1.31 -0.90 -0.02
H 3.52348 8.37957 -3.97733 0.34 -0.08 0.52
H 4.67808 7.12230 -5.43248 0.08 0.02 0.41
H 3.66515 5.71977 -5.07689 -0.17 0.17 0.42
H 3.26617 6.84370 -6.32779 -0.17 -0.17 -0.12
H 0.35180 9.37411 -3.11029 -0.89 0.21 -0.07
H -0.01022 7.81085 -2.36334 -0.76 0.06 -0.08
H -1.64700 9.17049 -1.17316 -0.12 0.10 -0.54
H -0.39293 9.15864 -0.06839 0.64 -0.32 -0.12
H -0.61903 10.58239 -0.99895 0.30 0.01 -0.55
C -0.79097 -2.22117 1.75792 1.10 -0.06 -0.66
C 0.68012 -1.76356 1.74644 -1.41 1.39 0.97
O 1.00233 -1.09501 0.51810 1.17 1.76 -1.12
P 1.21053 0.53703 0.31493 -0.74 -2.53 -0.56
O 0.96733 1.31383 1.55593 0.94 -0.12 -1.14
O 2.61001 0.63025 -0.54070 -1.84 -0.50 1.45
C 3.41116 1.81783 -0.56163 0.09 0.94 -1.54
C 2.86066 2.86902 -1.62693 -0.83 -1.48 1.48
O 0.12969 0.77636 -0.86758 2.60 -1.58 0.42
C -0.60330 1.92325 -0.89285 -3.61 1.08 1.07
C -1.81598 1.73162 0.12756 1.34 1.51 -1.62
H -0.88784 -3.07812 1.09131 -0.33 -0.11 0.29
H -1.05839 -2.42515 2.79473 -0.19 -0.26 -0.13
H -1.39877 -1.40624 1.36478 -0.14 0.05 0.09
H 0.69617 -0.99917 2.52332 0.61 -0.03 0.26
H 1.37351 -2.55936 2.01851 0.18 0.11 -0.53
H 3.46969 2.20999 0.45370 0.29 0.20 -0.18
H 4.36000 1.44396 -0.94637 0.22 0.14 0.46
H 3.53307 3.66927 -1.93607 0.06 -0.23 0.25
H 2.47248 2.31266 -2.48009 0.44 -0.08 -0.26
H 1.94948 3.26225 -1.17610 0.14 0.65 -0.05
H -0.06977 2.85319 -0.69625 0.34 -0.11 0.40
H -1.06364 2.09403 -1.86600 0.31 -0.50 -0.38
H -1.37415 1.82701 1.11942 -0.54 -0.32 0.15
H -2.43578 2.59468 -0.11550 -0.43 -0.05 0.48
H -2.38513 0.83041 -0.10048 0.39 -0.10 0.20
C 4.60030 -2.21044 -1.76395 0.83 -0.31 -0.17
C 4.80187 -2.14144 -0.24293 -2.73 0.28 -1.68
O 5.46536 -3.25793 0.34459 2.01 0.78 1.49
P 6.44274 -3.02278 1.62314 0.63 -0.53 1.47
O 6.45779 -1.67143 2.29923 -0.25 -1.95 -1.59
O 6.04052 -4.24386 2.68506 0.26 0.85 -2.88
C 4.65098 -4.31284 3.07492 0.54 1.22 2.13
C 4.56890 -3.34350 4.27892 -1.83 0.09 1.11
O 7.93725 -3.49858 1.12624 -1.31 -0.04 1.62
C 8.93904 -3.69732 2.24229 0.02 0.18 -1.93
C 10.30612 -3.57280 1.58389 -0.05 -0.37 0.12
H 5.40403 -1.86198 -2.41256 0.20 0.15 0.15
H 4.34192 -3.21814 -2.08936 0.03 -0.01 0.23
H 3.70799 -1.61159 -1.94634 0.17 0.13 -0.12
H 5.00989 -1.11893 0.07219 0.93 -0.36 0.48
H 3.73590 -2.25754 -0.04716 -0.03 -0.11 1.27
H 3.91864 -4.15770 2.28263 0.36 0.39 -0.23
H 4.42199 -5.29252 3.49430 0.62 -0.27 -0.40
H 3.88063 -3.76267 5.01288 -0.04 -0.46 0.13
H 5.47568 -3.16635 4.85726 0.39 -0.40 -0.63
H 4.07677 -2.37284 4.21791 0.33 0.14 -1.08
H 8.74417 -2.94661 3.00816 0.07 -0.12 -0.02
H 8.92306 -4.71955 2.62030 -0.84 0.14 0.17
H 10.56859 -4.45664 1.00246 -0.41 -0.18 -0.07
H 10.39091 -2.74551 0.87926 0.10 0.33 0.53
H 11.02982 -3.59317 2.39872 0.29 0.60 -0.11
C -0.38367 -8.81059 4.59596 -0.30 0.06 1.16
C -0.63227 -8.25116 3.18072 4.19 -2.45 2.15
O -1.90569 -7.87266 3.10028 -4.14 2.73 -1.03
P -2.53748 -6.41379 2.70816 -0.57 1.24 1.08
O -3.99276 -6.23419 3.07097 2.98 -0.76 -0.48
O -1.47400 -5.32404 3.48967 -1.23 -2.81 -4.05
C -1.28682 -5.14867 4.87741 0.22 0.68 -0.72
C -2.10205 -3.97438 5.25559 -0.96 0.67 2.03
O -2.30951 -6.20418 1.09371 2.27 0.57 3.26
C -3.07894 -6.80304 0.10066 -3.77 -1.05 1.28
C -2.44916 -6.72006 -1.18081 2.54 1.21 -2.71
H -0.44996 -8.01332 5.33629 -0.19 0.27 -0.04
H -1.11066 -9.55264 4.92600 -0.21 -0.08 -0.37
H 0.59121 -9.24464 4.81799 0.24 -0.04 -0.72
H 0.18013 -7.52595 3.13413 -0.51 0.70 -0.95
H -0.40630 -9.10227 2.53836 -0.18 0.35 -0.72
H -1.57498 -6.00990 5.48020 0.35 -0.23 -0.32
H -0.26117 -4.80608 5.01442 0.38 -0.97 -0.01
H -2.48674 -4.36801 6.19644 -1.03 0.92 0.25
H -1.54273 -3.08116 5.53384 0.25 -0.02 -0.34
H -2.88208 -3.68543 4.55122 -0.04 -0.36 0.18
H -3.35198 -7.84090 0.29139 0.54 -0.36 0.56
H -4.05843 -6.33333 0.19045 -0.24 0.34 -0.51
H -1.42864 -7.08305 -1.05886 0.17 -0.21 -0.18
H -2.83780 -7.17988 -2.08945 -0.69 -0.75 0.66
H -2.31656 -5.70608 -1.55811 0.10 0.41 0.51
```
Forces are in eV/Å.

As for the HOMO energy: -9.804 eV. As for the strongest force on any atom: 5.8 eV/Å. As for the charge: 0.